1.
ORCA calculation (wB97M-V/def2-TZVPD) on 8 unconnected molecules or ions with the total composition C43H109N7O15 at a distorted geometry.

Last column: Mulliken charge in e.
Cartesian coordinates (Å):
C -23.00 -29.17 -9.63  -0.704
O -24.24 -28.74 -9.15  -0.341
C -24.90 -29.62 -8.24  -0.168
C -26.12 -28.95 -7.59  -0.936
N -27.15 -29.76 -6.98  -0.392
C -27.90 -30.56 -8.01  -0.571
C -28.86 -29.83 -8.83  -0.312
O -29.30 -30.71 -9.87  -0.330
C -30.30 -30.15 -10.78  -0.732
H -22.56 -28.46 -10.33  0.239
H -23.26 -30.12 -10.08  0.311
H -22.21 -29.27 -8.88  0.278
H -24.18 -30.04 -7.53  0.340
H -25.26 -30.48 -8.81  0.238
H -26.51 -28.10 -8.15  0.373
H -25.64 -28.41 -6.78  0.351
H -26.68 -30.41 -6.36  0.300
H -28.50 -31.21 -7.37  0.335
H -27.24 -31.24 -8.56  0.316
H -28.43 -28.93 -9.26  0.263
H -29.75 -29.49 -8.30  0.293
H -29.89 -29.25 -11.25  0.310
H -31.26 -29.96 -10.30  0.285
H -30.45 -30.82 -11.62  0.257
C -21.65 -34.10 2.85  -0.705
O -20.81 -34.22 1.73  -0.295
C -20.23 -32.97 1.31  -0.652
C -19.80 -33.04 -0.17  -0.779
N -18.94 -34.12 -0.57  -0.406
C -18.48 -33.93 -1.91  -0.653
C -17.55 -35.00 -2.50  -0.629
O -18.38 -36.09 -2.91  -0.302
C -17.65 -37.25 -3.29  -0.749
H -21.14 -33.63 3.69  0.283
H -22.04 -35.07 3.15  0.230
H -22.45 -33.43 2.54  0.304
H -19.34 -32.78 1.91  0.314
H -20.88 -32.10 1.44  0.415
H -19.47 -32.07 -0.54  0.508
H -20.69 -33.14 -0.78  0.423
H -19.64 -34.83 -0.73  0.262
H -17.93 -32.99 -1.84  0.486
H -19.29 -33.71 -2.61  0.366
H -16.85 -35.42 -1.78  0.377
H -17.13 -34.61 -3.43  0.347
H -18.27 -38.09 -3.60  0.264
H -17.04 -37.62 -2.46  0.298
H -16.97 -37.05 -4.12  0.294
C 0.38 -30.14 -5.32  -0.850
O -0.95 -30.41 -5.03  -0.293
C -1.81 -29.83 -5.98  -0.609
C -3.15 -30.59 -5.96  -0.490
N -3.82 -30.51 -4.64  -0.460
C -5.02 -31.39 -4.48  -0.505
C -5.96 -31.43 -5.76  -0.631
O -5.54 -32.18 -6.86  -0.334
C -5.71 -33.57 -6.77  -0.721
H 0.79 -30.38 -6.29  0.314
H 0.98 -30.56 -4.51  0.282
H 0.56 -29.09 -5.11  0.343
H -1.30 -29.88 -6.94  0.401
H -1.94 -28.75 -5.82  0.336
H -3.05 -31.65 -6.19  0.286
H -3.75 -30.32 -6.84  0.367
H -3.06 -30.62 -3.98  0.277
H -5.56 -30.90 -3.67  0.352
H -4.65 -32.35 -4.10  0.278
H -6.33 -30.44 -6.04  0.359
H -6.92 -31.82 -5.43  0.449
H -5.13 -33.95 -5.93  0.283
H -5.30 -34.15 -7.59  0.259
H -6.78 -33.73 -6.65  0.306
C -11.78 -24.58 -9.21  -0.754
O -12.90 -24.35 -10.09  -0.282
C -12.97 -23.06 -10.69  -0.479
C -14.47 -22.86 -11.13  -0.850
N -15.03 -23.93 -11.95  -0.340
C -14.46 -23.75 -13.28  -0.163
C -14.94 -25.01 -14.10  -0.864
O -14.21 -26.21 -13.71  -0.282
C -13.02 -26.55 -14.34  -0.685
H -11.95 -24.03 -8.29  0.289
H -10.85 -24.28 -9.69  0.311
H -11.68 -25.64 -8.97  0.215
H -12.26 -23.09 -11.52  0.280
H -12.59 -22.27 -10.06  0.485
H -14.58 -21.85 -11.52  0.391
H -15.03 -22.79 -10.20  0.344
H -14.93 -24.87 -11.59  0.330
H -13.38 -23.70 -13.40  0.172
H -14.89 -22.92 -13.85  0.314
H -14.83 -24.84 -15.17  0.433
H -16.01 -25.19 -13.99  0.334
H -12.22 -25.89 -14.02  0.257
H -13.14 -26.45 -15.42  0.311
H -12.66 -27.54 -14.05  0.231
C -14.71 -38.03 -15.05  -0.690
O -14.88 -37.85 -13.70  -0.364
C -14.03 -36.95 -12.95  -0.772
C -12.69 -37.56 -12.66  -0.250
N -12.84 -38.79 -11.93  -0.452
C -11.74 -39.67 -12.15  -0.789
C -11.73 -40.23 -13.56  -0.470
O -10.95 -39.46 -14.40  -0.334
C -10.86 -39.97 -15.71  -0.760
H -13.74 -38.34 -15.46  0.257
H -14.92 -37.13 -15.62  0.351
H -15.35 -38.87 -15.31  0.262
H -14.54 -36.75 -12.01  0.317
H -13.90 -36.01 -13.49  0.395
H -12.06 -36.88 -12.08  0.397
H -12.26 -37.60 -13.66  0.179
H -13.64 -39.17 -12.42  0.307
H -11.85 -40.51 -11.46  0.369
H -10.78 -39.18 -11.96  0.347
H -12.77 -40.32 -13.88  0.300
H -11.41 -41.27 -13.54  0.540
H -10.37 -40.95 -15.66  0.315
H -10.29 -39.35 -16.41  0.221
H -11.89 -40.10 -16.02  0.325
C -17.96 -38.29 -22.34  -0.800
O -18.67 -37.05 -22.45  -0.302
C -20.07 -37.24 -22.78  -0.554
C -20.81 -35.94 -22.46  -0.789
N -20.81 -35.50 -21.06  -0.380
C -21.58 -34.29 -20.78  -0.604
C -21.20 -33.68 -19.46  -0.546
O -19.80 -33.38 -19.44  -0.310
C -19.14 -33.11 -18.18  -0.722
H -18.07 -39.08 -23.08  0.309
H -18.23 -38.74 -21.38  0.326
H -16.88 -38.11 -22.33  0.260
H -20.52 -38.02 -22.17  0.336
H -20.33 -37.48 -23.81  0.364
H -21.81 -35.97 -22.90  0.502
H -20.37 -35.18 -23.10  0.389
H -19.84 -35.32 -20.85  0.263
H -22.64 -34.54 -20.81  0.353
H -21.47 -33.57 -21.59  0.363
H -21.38 -34.40 -18.65  0.336
H -21.78 -32.78 -19.23  0.382
H -18.14 -33.03 -18.58  0.230
H -19.23 -33.98 -17.53  0.321
H -19.38 -32.18 -17.67  0.272
C -12.19 -32.60 0.19  -0.682
O -11.51 -31.37 0.33  -0.340
C -11.75 -30.66 1.52  -0.648
C -13.17 -30.07 1.69  -0.690
N -13.44 -29.13 0.70  -0.287
C -14.75 -28.69 0.62  -0.646
C -15.09 -27.93 -0.70  -0.628
O -14.75 -28.84 -1.72  -0.266
C -14.83 -28.29 -3.01  -0.800
H -11.88 -33.07 -0.74  0.243
H -13.27 -32.46 0.16  0.268
H -11.97 -33.34 0.96  0.308
H -11.10 -29.79 1.67  0.351
H -11.50 -31.36 2.32  0.404
H -13.05 -29.51 2.62  0.358
H -13.84 -30.93 1.74  0.454
H -13.33 -29.56 -0.21  0.256
H -14.77 -27.85 1.31  0.272
H -15.41 -29.51 0.90  0.400
H -14.56 -26.99 -0.82  0.383
H -16.13 -27.64 -0.80  0.429
H -14.38 -27.30 -3.10  0.329
H -15.86 -28.08 -3.31  0.302
H -14.33 -28.97 -3.70  0.231
C -13.25 -30.90 -10.05  -0.477
O -14.57 -30.80 -10.58  -0.502
H -13.21 -31.66 -9.27  0.234
H -12.65 -31.27 -10.89  0.231
H -12.75 -29.99 -9.73  0.218
H -14.58 -30.39 -11.45  0.297

HOMO-LUMO gap (eV): 8.76
SMILES string: COCCNCCOC.COCCNCCOC.COCCNCCOC.COCCNCCOC.COCCNCCOC.COCCNCCOC.COCCNCCOC.CO
E_LUMO (eV): 0.49
HOMO energy (eV): -8.27

=====

2.
ORCA calculation (wB97M-V/def2-TZVPD) on a molecular structure, C37H40FN8O3ReSb at a distorted geometry.

Last column: Mulliken charge in e.
Cartesian coordinates (Å):
Re 0.00 0.35 -0.25  1.184
C -2.24 -1.43 1.36  -1.115
C -1.20 -0.93 2.32  0.751
C -1.31 -1.27 3.67  -1.058
C -0.35 -0.84 4.56  -0.694
C 0.70 -0.08 4.08  -0.655
C 0.76 0.24 2.73  0.097
N -0.18 -0.18 1.86  0.463
Sb 2.60 1.42 2.12  0.878
C 2.92 -0.20 0.68  0.286
C 4.17 -0.78 0.52  -0.652
C 4.28 -1.91 -0.32  -0.647
C 3.16 -2.51 -0.80  -1.120
C 1.81 -2.01 -0.40  1.077
C 1.25 -3.04 0.61  -1.112
N 1.81 -0.68 0.16  0.054
C 1.27 2.75 0.93  -0.015
C 1.53 4.11 0.95  -0.724
C 0.45 4.99 0.90  -0.619
C -0.82 4.46 1.08  -0.778
C -1.02 3.08 1.08  0.653
C -2.33 2.52 1.50  -1.374
N 0.02 2.27 0.81  0.591
H -2.49 -2.47 1.59  0.596
H -1.89 -1.37 0.33  -0.147
H -3.16 -0.86 1.47  0.391
H -2.15 -1.87 3.99  0.596
H -0.42 -1.10 5.61  0.475
H 1.48 0.27 4.75  0.507
H 5.05 -0.34 0.96  0.529
H 5.26 -2.31 -0.57  0.531
H 3.19 -3.41 -1.39  0.643
H 1.19 -4.01 0.12  0.534
H 0.25 -2.75 0.92  0.134
H 1.89 -3.12 1.48  0.368
H 2.54 4.48 1.02  0.528
H 0.60 6.06 0.84  0.513
H -1.67 5.11 1.27  0.574
H -2.54 2.90 2.51  0.545
H -2.30 1.44 1.55  -0.003
H -3.14 2.86 0.86  0.319
C -1.32 -3.40 -7.48  -1.009
C -0.11 -2.48 -7.31  -1.018
N -0.19 -1.72 -6.07  0.160
C 0.28 -2.29 -4.97  -0.287
C 0.32 -1.68 -3.73  -0.485
C 0.92 -2.48 -2.64  0.187
O 1.43 -3.55 -2.77  -0.568
O 0.82 -1.83 -1.45  -0.122
C -0.07 -0.32 -3.57  1.147
O 0.05 0.38 -2.53  -0.938
C -0.70 0.23 -4.76  0.537
C -1.29 1.50 -4.70  -0.622
C -2.02 2.00 -5.74  0.064
F -2.57 3.21 -5.58  -0.378
C -2.16 1.30 -6.97  -1.177
C -1.51 0.07 -7.05  -0.727
C -0.78 -0.48 -5.99  0.345
N -2.92 1.79 -8.01  0.245
C -2.38 1.83 -9.36  -0.588
C -3.48 1.61 -10.40  -0.773
N -4.55 2.61 -10.22  -0.086
C -5.08 2.54 -8.84  -1.028
C -3.97 2.77 -7.81  -0.580
H -1.22 -3.96 -8.40  0.400
H -2.25 -2.83 -7.50  0.319
H -1.37 -4.11 -6.66  0.360
H -0.01 -1.79 -8.15  0.486
H 0.80 -3.08 -7.28  0.479
H 0.66 -3.30 -5.05  0.680
H -1.19 2.09 -3.80  0.726
H -1.61 -0.50 -7.96  0.757
H -1.61 1.06 -9.48  0.430
H -1.90 2.80 -9.54  0.249
H -3.91 0.61 -10.29  0.368
H -3.05 1.69 -11.40  0.423
H -5.31 2.45 -10.90  0.369
H -4.18 3.56 -10.40  0.403
H -5.52 1.55 -8.69  0.385
H -5.86 3.29 -8.70  0.456
H -4.41 2.65 -6.83  0.426
H -3.59 3.80 -7.89  0.429
N -3.10 0.74 -1.23  -0.327
C -3.91 1.62 -1.84  -0.533
C -3.17 2.76 -2.07  -1.042
C -1.90 2.47 -1.58  -0.666
N -1.87 1.25 -1.05  0.989
H -3.34 -0.19 -0.93  0.106
H -4.94 1.40 -2.05  0.582
H -3.50 3.67 -2.54  0.572
H -1.03 3.10 -1.59  0.772

HOMO-LUMO gap (alpha / beta) (eV): 5.09 / 5.17
E_LUMO (alpha / beta) (eV): -12.30 / -12.17
2S+1: 2
HOMO energy (alpha / beta) (eV): -17.40 / -17.34
Charge: +4

=====

3.
ORCA calculation (wB97M-V/def2-TZVPD) on a molecular structure, C30H52O40S7 at a distorted geometry.

Last column: Mulliken charge in e.
Cartesian coordinates (Å):
C 5.70 -0.01 3.76  -1.616
C 4.60 0.20 2.77  1.374
C 3.22 -0.37 3.37  0.378
O 2.47 0.87 3.61  -0.237
C 3.13 1.96 3.10  0.538
O 2.58 3.05 3.05  -0.590
O 4.34 1.63 2.61  -0.355
H 6.67 0.48 3.55  0.348
H 5.87 -1.06 3.83  0.426
H 5.51 0.43 4.73  0.401
H 4.78 -0.17 1.78  -0.613
H 3.53 -0.92 4.33  0.521
H 2.65 -0.95 2.64  -0.450
C -3.77 -3.52 2.35  -0.757
C -2.46 -4.11 1.94  0.353
C -2.67 -5.54 1.36  -0.634
O -2.00 -5.53 0.12  -0.437
C -1.65 -4.25 -0.17  0.186
O -1.07 -3.98 -1.18  -0.515
O -1.87 -3.42 0.78  0.409
H -3.80 -2.44 2.47  -0.262
H -4.21 -3.92 3.31  0.388
H -4.45 -3.80 1.53  0.242
H -1.67 -4.03 2.75  0.276
H -3.70 -5.56 1.14  0.425
H -2.31 -6.32 2.04  0.333
C 1.09 6.15 2.74  -0.847
C -0.36 6.54 2.89  0.246
C -1.36 5.66 2.02  0.000
O -2.05 4.89 2.97  -0.255
C -1.60 5.21 4.20  0.647
O -1.81 4.61 5.17  -0.517
O -0.95 6.39 4.13  -0.416
H 1.14 5.07 2.95  -0.002
H 1.73 6.68 3.44  0.371
H 1.43 6.32 1.72  0.289
H -0.45 7.58 2.62  0.371
H -0.81 4.91 1.39  -0.065
H -2.06 6.25 1.44  0.277
C 4.83 -0.23 -1.32  -1.242
C 3.55 -0.43 -2.19  1.350
C 3.69 -0.53 -3.74  -0.436
O 3.76 -2.00 -3.93  -0.391
C 3.30 -2.57 -2.84  -0.018
O 3.16 -3.76 -2.72  -0.619
O 2.94 -1.73 -1.85  0.757
H 5.28 0.75 -1.26  0.349
H 5.59 -0.96 -1.69  0.362
H 4.48 -0.44 -0.32  0.088
H 2.70 0.16 -1.88  -0.625
H 4.51 0.05 -4.12  0.434
H 2.75 -0.20 -4.17  0.100
C 2.64 -4.60 -0.11  0.280
C 1.97 -5.01 1.14  0.166
O 2.99 -5.19 2.16  -0.421
S 4.14 -4.18 1.88  0.769
O 5.42 -4.74 1.99  -0.602
O 3.94 -3.01 2.64  -0.344
O 3.71 -3.68 0.33  -0.118
H 1.88 -4.01 -0.67  -0.417
H 3.13 -5.36 -0.69  0.376
H 1.38 -5.95 1.14  0.322
H 1.36 -4.19 1.38  -0.077
C 0.26 -3.47 -4.17  0.204
C -1.22 -3.03 -4.17  0.108
O -1.30 -2.18 -5.33  -0.505
S -0.02 -1.12 -5.06  0.892
O -0.28 -0.21 -4.02  -0.361
O 0.24 -0.53 -6.35  -0.709
O 1.03 -2.18 -4.60  -0.214
H 0.45 -4.18 -4.91  0.419
H 0.67 -3.64 -3.17  -0.257
H -1.47 -2.49 -3.26  -0.183
H -2.02 -3.80 -4.35  0.424
C 2.68 5.26 -3.47  -0.532
C 3.75 4.65 -2.54  -0.446
O 2.95 3.74 -1.70  -0.130
S 1.87 3.12 -2.69  0.851
O 0.75 2.82 -1.89  -0.295
O 2.34 2.15 -3.57  -0.575
O 1.61 4.36 -3.68  -0.276
H 3.07 5.39 -4.47  0.331
H 2.35 6.16 -3.01  0.331
H 4.18 5.43 -1.94  0.341
H 4.47 4.07 -3.11  0.286
C -0.93 1.79 4.01  -0.809
C -0.62 0.32 4.29  0.689
O -1.96 -0.14 4.73  -0.503
S -3.10 0.59 3.90  0.832
O -4.10 1.00 4.83  -0.667
O -3.44 -0.07 2.68  -0.148
O -2.19 1.81 3.41  -0.202
H -0.17 2.09 3.30  0.133
H -1.00 2.35 4.93  0.708
H 0.10 0.11 5.05  0.457
H -0.26 -0.15 3.30  -0.448
C -2.93 0.74 -3.79  0.222
C -2.02 1.89 -3.46  0.616
O -2.61 2.57 -2.29  -0.181
S -4.17 2.65 -2.66  1.238
O -4.38 3.71 -3.57  -0.634
O -4.81 2.71 -1.40  -0.559
O -4.29 1.26 -3.42  -0.362
H -2.83 -0.15 -3.12  -0.217
H -2.98 0.43 -4.81  0.352
H -1.97 2.59 -4.30  0.352
H -1.04 1.60 -3.19  -0.641
C -5.47 -0.69 0.18  -0.533
C -6.84 -0.43 -0.50  -0.301
O -6.91 -1.50 -1.46  -0.366
S -5.48 -2.27 -1.56  1.176
O -5.11 -2.42 -2.91  -0.591
O -5.48 -3.41 -0.74  -0.577
O -4.56 -1.12 -0.85  -0.068
H -5.50 -1.48 0.93  0.245
H -5.00 0.18 0.64  0.338
H -6.86 0.54 -1.02  0.245
H -7.70 -0.66 0.12  0.299
C -1.33 0.89 0.15  -0.660
C -1.21 -0.40 -0.68  2.917
O 0.19 -0.69 -0.69  0.481
S 0.68 -0.36 0.84  1.151
O 1.99 0.27 0.84  -0.580
O 0.63 -1.51 1.68  -1.066
O -0.44 0.73 1.15  -0.187
H -2.30 0.82 0.64  0.362
H -1.22 1.88 -0.38  0.046
H -1.52 -0.37 -1.71  -1.855
H -1.70 -1.18 -0.07  -0.683

HOMO-LUMO gap (eV): 10.69
E_LUMO (eV): -0.05
HOMO energy (eV): -10.74